A molecular structure, C26H44BrCdN3OP2 at a distorted geometry, computed with ωB97M-V/def2-TZVPD.

```
! RIJCOSX wB97M-V def2-TZVPD def2/J DEFGRID3
* xyz 2 1
N -6.6051 5.1051 -4.4516
C -6.3936 5.5634 -3.2162
C -5.6001 4.8725 -2.2824
C -4.8428 3.7321 -2.6818
C -5.1664 3.2222 -3.9729
C -6.0458 3.9485 -4.8116
C -3.7669 3.1777 -1.8238
Cd 0.5653 -0.2672 0.5664
P 4.7004 -0.5984 0.2408
C -2.8534 2.2171 -2.1998
C -1.6684 1.9761 -1.3986
C -0.4001 1.7146 -1.9536
C 0.8028 1.8181 -1.1953
C 0.6743 2.0675 0.2341
C -0.5837 2.5077 0.6822
C -1.7323 2.2007 -0.0153
Br 1.7696 2.4364 1.8703
H -3.6549 3.7304 -0.8674
H -2.8975 1.7292 -3.1852
H -5.5455 5.2794 -1.2677
H -4.7014 2.3024 -4.3491
H -6.8672 6.5166 -2.9647
H -6.2581 3.5837 -5.8228
H -0.4076 1.5108 -3.0281
H -2.6806 2.2276 0.4972
H 1.7835 1.8140 -1.6880
H -0.5685 3.0365 1.6318
P -0.3263 -2.5537 0.2209
C 4.3700 1.1629 0.3148
C 5.6974 1.9250 0.2921
H 3.7856 1.3298 1.2389
H 3.6526 1.4619 -0.4724
H 5.5589 2.9207 0.7308
H 6.4335 1.3703 0.8830
H 6.0551 2.0092 -0.7385
C 4.1192 -1.2627 -1.3511
C 5.1622 -2.2589 -1.8733
H 3.9828 -0.4175 -2.0471
H 3.1125 -1.6943 -1.2017
H 4.9610 -2.5373 -2.9119
H 6.1557 -1.7994 -1.8319
H 5.1603 -3.1555 -1.2469
C 4.1285 -1.5323 1.6484
C 5.2483 -1.7108 2.7053
H 3.8257 -2.5294 1.2576
H 3.1891 -1.1140 2.0563
H 5.0164 -2.5340 3.3953
H 6.1717 -1.9569 2.1744
H 5.4064 -0.7773 3.2621
C -0.3357 -3.7239 1.6412
C -1.4353 -4.7939 1.7088
H -0.3683 -3.0921 2.5475
H 0.6460 -4.2337 1.6384
H -2.3991 -4.3966 2.0577
H -1.5902 -5.3040 0.7493
H -1.1398 -5.5621 2.4387
C 0.2874 -3.5376 -1.2526
C -0.0925 -2.8595 -2.5739
H -0.0913 -4.5778 -1.2344
H 1.3896 -3.6110 -1.1486
H -1.1315 -3.0859 -2.8498
H 0.0074 -1.7638 -2.5171
H 0.5499 -3.2009 -3.3946
C -2.0209 -2.0295 -0.1381
C -2.8093 -1.4557 1.0362
H -2.5767 -2.8364 -0.6343
H -1.9142 -1.2445 -0.9059
H -3.5648 -0.7539 0.6684
H -3.3397 -2.2328 1.5938
H -2.1887 -0.8965 1.7452
N -0.3033 1.3155 5.2758
C -0.8421 0.3899 4.4393
N -1.9509 -0.2560 4.9487
O -0.4309 0.1673 3.2793
H -0.6381 1.4052 6.2506
H 0.5717 1.7378 5.0095
H -2.0155 -1.2268 4.6485
H -2.1957 -0.1114 5.9200
*
```

Max |F|: 3.03 eV/A
Lowest unoccupied orbital energy: -7.174 eV
Orbital gap: 4.646 eV
E_tot: -127361.6411 eV

A molecular structure, C26H45AuBN7O2 at a distorted geometry, computed with ωB97M-V/def2-TZVPD.

```
! RIJCOSX wB97M-V def2-TZVPD def2/J DEFGRID3
* xyz 2 1
Au -0.0588 -0.1661 0.8923
C -2.0085 -0.5252 -4.1316
C -2.1937 -0.5020 -2.6667
C -3.2853 -0.9643 -1.9426
C -3.0027 -0.6944 -0.5933
N -1.8102 -0.1050 -0.5426
N -1.3096 0.0110 -1.7830
B -0.0431 0.8615 -2.0328
N -0.0367 2.0194 -1.0171
N -0.0204 1.8049 0.3119
C -0.0106 2.9687 0.9587
C -0.0145 3.9837 -0.0120
C -0.0309 3.3480 -1.2457
C -0.0356 3.9645 -2.5905
C -0.0102 3.1463 2.4443
C -0.0070 1.8129 3.1888
C 1.2439 3.9416 2.8456
C -1.2712 3.9332 2.8416
N 1.2386 0.0334 -1.7880
N 1.7290 -0.0918 -0.5447
C 2.9277 -0.6610 -0.5918
C 3.2402 -0.8847 -1.9453
C 2.1420 -0.4353 -2.6729
C 1.9713 -0.4295 -4.1407
C 3.8116 -0.8862 0.5927
C 5.1414 -0.1575 0.3317
C 4.0830 -2.3881 0.7586
C 3.1843 -0.3506 1.8799
C -3.9182 -0.8709 0.5741
C -5.2455 -0.1713 0.2380
C -3.3329 -0.2680 1.8503
C -4.1810 -2.3670 0.8021
H -2.9082 -0.9088 -4.6045
H -1.1655 -1.1589 -4.3989
H -1.8083 0.4719 -4.5178
H -4.1705 -1.4244 -2.3309
H -0.0503 1.2738 -3.1320
H -0.0064 5.0391 0.1639
H -0.0291 5.0469 -2.4922
H -0.9192 3.6661 -3.1536
H 0.8434 3.6572 -3.1559
H 0.8928 1.2443 2.9569
H -0.8919 1.2280 2.9374
H -0.0218 1.9855 4.2628
H 2.1403 3.3922 2.5692
H 1.2512 4.0967 3.9208
H 1.2779 4.9126 2.3621
H -2.1629 3.3713 2.5748
H -1.3169 4.8993 2.3492
H -1.2764 4.0980 3.9153
H 4.1460 -1.2974 -2.3406
H 2.8911 -0.7588 -4.6171
H 1.7304 0.5697 -4.4996
H 1.1605 -1.0914 -4.4419
H 5.6813 -0.6074 -0.4968
H 5.7661 -0.2178 1.2188
H 4.9642 0.8900 0.0999
H 4.5008 -2.8151 -0.1481
H 3.1573 -2.9068 0.9948
H 4.7893 -2.5392 1.5700
H 3.0450 0.7255 1.8186
H 3.8372 -0.5666 2.7223
H 2.2178 -0.8220 2.0692
H -5.0774 0.8754 -0.0033
H -5.9051 -0.2294 1.0988
H -5.7436 -0.6418 -0.6050
H -3.1126 0.7863 1.7054
H -2.4224 -0.7891 2.1442
H -4.0543 -0.3594 2.6580
H -4.5592 -2.8393 -0.1000
H -4.9211 -2.4830 1.5883
H -3.2630 -2.8642 1.1087
N 0.6732 -5.3259 0.1551
C -0.1924 -4.5546 1.0650
C 0.1663 -3.0655 0.7609
O -0.3011 -2.1952 1.5195
O 0.8848 -2.9141 -0.2286
H 0.1651 -5.9441 -0.4804
H 1.4026 -5.8628 0.6323
H 1.0980 -4.4702 -0.4070
H -0.0420 -4.7878 2.1171
H -1.2463 -4.6952 0.8250
*
```

Max |F|: 2.30 eV/A
Lowest unoccupied orbital energy (spin up / spin down): -8.899 / -8.952 eV
Orbital gap (spin up / spin down): 5.447 / 5.379 eV
E_tot: -46573.7247 eV